(1)
C11H14Si | the ωB97M-V functional and the def2-TZVPD basis

XYZ file:
```
26
Properties=species:S:1:pos:R:3:mulliken_charge:R:1
C 2.8959 -1.4616 -0.9204 1.10
C -2.2310 -2.1478 -0.4846 1.64
C -0.6808 2.4402 -0.9500 1.46
C 1.8832 -1.1117 -0.3314 -1.09
C -1.4060 -1.3515 -0.0814 -1.38
C -0.4975 1.3534 -0.4493 -1.06
C 4.1140 -1.8054 -1.5071 -1.20
C -3.3164 -3.0505 -0.8503 -1.15
C -1.1038 3.6930 -1.5394 -1.30
C 0.3138 1.5128 2.8533 -1.09
C -0.1873 0.1377 2.4253 -0.46
Si -0.1453 -0.1618 0.5493 0.25
H 4.0680 -1.9640 -2.6207 0.26
H 4.8874 -0.9867 -1.4617 0.26
H 4.6601 -2.6689 -1.1367 0.30
H -3.7566 -3.3450 0.0713 0.30
H -4.0146 -2.5043 -1.5097 0.28
H -2.8646 -3.8855 -1.4209 0.30
H -2.1053 3.8424 -1.8076 0.34
H -0.7535 4.5566 -0.9018 0.26
H -0.5996 3.8420 -2.4443 0.34
H 0.3019 1.5231 3.9157 0.38
H 1.3817 1.6302 2.3967 0.27
H -0.2238 2.4676 2.5203 0.25
H -1.1525 -0.0068 2.8968 0.39
H 0.5323 -0.5471 2.7888 0.33
```

**2S+1**: 1
**Lowest unoccupied orbital energy**: 0.76 eV
**Gap between HOMO and LUMO**: 9.6 eV
**E**: -19505.703 eV
**ΔE to the lowest compared entry with this formula, charge and spin**: 146.1 kcal per mole

=====

(2)
C11H15AuClNO3SSr | the ωB97M-V functional and the def2-TZVPD basis

XYZ file:
```
34
Properties=species:S:1:pos:R:3:mulliken_charge:R:1
Au -0.1100 -0.3073 -0.5299 0.41
Cl 0.0090 1.4165 -2.3122 -0.63
C -1.9373 -1.3133 -0.1808 -1.08
H -1.7014 -2.0885 0.5784 0.27
H -2.1548 -1.6589 -1.2157 0.34
H -2.5828 -0.4812 0.1727 0.24
Sr 0.5364 -0.0347 -4.9656 0.95
C -1.9435 0.5102 -5.1060 -1.14
C 2.6349 1.2081 -4.2770 -1.21
C 1.0830 -2.2832 -6.1055 -1.10
H 2.8233 0.3524 -3.5703 0.08
H 3.0561 1.1789 -5.3130 0.28
H 1.9330 2.0237 -3.9424 0.19
H -2.1091 -0.3976 -4.4637 0.04
H -1.6613 1.4758 -4.5995 0.20
H -1.9573 0.4133 -6.2211 0.23
H 0.1441 -2.8018 -6.4734 0.20
H 2.1988 -2.4850 -6.0967 0.20
O 0.6885 -2.0651 1.9211 -0.70
C 0.4077 -0.9295 2.3519 0.87
N 0.0989 0.0983 1.4990 -0.19
S -0.3450 1.6554 2.0414 0.96
O 0.6805 2.6082 1.6000 -0.60
O -1.7266 1.9226 1.7057 -0.59
C -0.0773 0.9940 3.7383 -0.03
C -0.2152 1.5833 5.0010 -0.41
C 0.0401 0.8149 6.1754 -0.48
C 0.4233 -0.5310 6.0965 -0.40
C 0.5577 -1.1203 4.8384 -0.61
C 0.3153 -0.3581 3.7051 0.15
H -0.5135 2.6271 5.0844 0.41
H -0.0608 1.2630 7.1691 0.34
H 0.6184 -1.1295 6.9939 0.35
H 0.8470 -2.1607 4.7006 0.45
```

**2S+1**: 3
**Lowest unoccupied orbital energy (alpha / beta)**: 3.87 / 3.87 eV
**<S²>**: 2.0096
**Gap between HOMO and LUMO (alpha / beta)**: 3.4 / 3.4 eV
**E**: -47160.792 eV
**ΔE to the lowest compared entry with this formula, charge and spin**: 74.6 kcal per mole
**Net charge**: -2

=====

(3)
C11H15Br3NO7V | the ωB97M-V functional and the def2-TZVPD basis

XYZ file:
```
38
Properties=species:S:1:pos:R:3:mulliken_charge:R:1
O 0.0445 -0.7511 -2.8892 -0.77
V 0.5072 0.0315 -1.6024 1.49
O -0.6660 0.3458 -0.5740 -0.84
O 7.5512 -1.9075 -1.0634 -0.74
C 6.4142 -2.6469 -1.4782 -0.34
C 4.9930 -2.7740 -0.5536 -0.26
O 4.1710 -1.6004 -0.7134 -0.57
H 6.7637 -3.6702 -1.6155 0.22
H 6.2262 -2.2278 -2.4667 0.24
H 5.3207 -2.7325 0.4852 0.21
H 4.4162 -3.6407 -0.8764 0.24
C 0.8794 3.8172 -4.9315 -0.91
C 1.1688 4.1680 -3.5258 -0.35
O 2.0679 3.2962 -2.8495 -0.83
H 0.2035 2.9713 -5.0565 0.22
H 1.7924 3.5454 -5.4611 0.27
H 0.4351 4.6187 -5.5217 0.33
H 0.2405 4.4048 -3.0061 0.19
H 1.7204 5.1081 -3.5196 0.20
C -2.8928 -2.4049 3.3839 -0.55
C -1.4785 -2.4492 3.2426 -0.41
C -0.7025 -1.4029 3.6491 -0.32
C -1.2856 -0.2999 4.3169 0.26
C -2.6947 -0.2797 4.5656 -0.26
C -3.4630 -1.3704 4.1913 -0.41
N -0.4371 0.9296 4.6656 0.94
O 0.6476 1.0679 4.1338 -0.55
O -0.8757 1.7271 5.4346 -0.60
H -3.4545 -3.2762 3.0812 0.39
H -0.9525 -3.2129 2.6889 0.38
H 0.3697 -1.4073 3.5198 0.42
H -3.1204 0.4329 5.2565 0.37
H -4.4998 -1.3006 4.4856 0.35
C -5.8447 0.5691 -1.8266 -0.23
Br -5.3013 2.3422 -2.7510 -0.02
Br -6.5378 -0.8333 -3.0776 -0.05
Br -6.8363 0.7016 -0.1717 -0.01
H -4.8900 0.1107 -1.5688 0.31
```

**2S+1**: 1
**Lowest unoccupied orbital energy**: 2.23 eV
**Gap between HOMO and LUMO**: 2.4 eV
**E**: -263274.755 eV
**ΔE to the lowest compared entry with this formula, charge and spin**: 154.8 kcal per mole
**Net charge**: -2

=====

(4)
C11H15CeClNO3RuS | the ωB97M-V functional and the def2-TZVPD basis

XYZ file:
```
34
Properties=species:S:1:pos:R:3:mulliken_charge:R:1
Ce 0.5898 0.4020 -0.8213 1.23
Cl 0.3131 2.8152 -2.1004 -0.48
C -1.6811 0.6124 -1.3102 -1.33
H -1.9987 0.1123 -0.3648 0.38
H -2.2046 0.1472 -2.1594 0.40
H -1.9344 1.6829 -1.2333 0.43
Ru -0.0902 0.7401 -3.4477 0.23
C 1.7798 1.0060 -4.1535 -1.03
C -0.9726 0.5333 -5.2664 -0.88
C 0.0588 -1.1206 -3.3136 -0.93
H -1.3604 -0.4873 -5.4393 0.26
H -1.7891 1.2748 -5.2760 0.26
H -0.1992 0.8079 -6.0053 0.26
H 2.4702 0.1724 -3.9456 0.25
H 1.6571 1.0912 -5.2529 0.30
H 2.2105 1.9515 -3.7874 0.30
H -0.8626 -1.7424 -3.2146 0.32
H 0.9747 -1.7291 -3.5157 0.20
O 0.7698 2.5683 2.9381 -0.65
S 1.4257 1.2851 2.9495 0.99
O 2.8366 1.2004 3.2124 -0.68
N 1.0157 0.4705 1.5075 -0.31
C 0.4394 -0.7408 1.6948 0.82
O 0.1319 -1.4238 0.6368 -0.82
C 0.1321 -0.9982 3.0936 0.06
C -0.6364 -2.0569 3.6095 -0.79
C -0.8676 -2.0592 4.9912 -0.43
C -0.4268 -0.9895 5.8000 -0.42
C 0.2272 0.1261 5.2402 -0.62
C 0.5344 0.0608 3.8877 0.19
H -1.0129 -2.8177 2.9202 0.45
H -1.4154 -2.8989 5.4432 0.33
H -0.6101 -1.0221 6.8759 0.34
H 0.4952 1.0261 5.8067 0.37
```

**2S+1**: 7
**Lowest unoccupied orbital energy (alpha / beta)**: 2.27 / 0.26 eV
**<S²>**: 12.0500
**Gap between HOMO and LUMO (alpha / beta)**: 4.2 / 5.9 eV
**E**: -58144.160 eV
**ΔE to the lowest compared entry with this formula, charge and spin**: 68.6 kcal per mole
**Net charge**: -1

=====

(5)
C11H15ClEuI2N2OP | the ωB97M-V functional and the def2-TZVPD basis

XYZ file:
```
34
Properties=species:S:1:pos:R:3:mulliken_charge:R:1
I -0.8765 -2.6059 -1.2475 0.13
I -0.8768 1.9949 -1.3296 0.09
Eu 1.3650 -0.3000 -0.2796 1.38
P 0.3276 -0.2887 -3.3185 0.20
C -1.2914 -0.3107 -4.1882 -1.01
C 1.1480 1.1063 -4.1646 -1.09
H 2.1455 -1.8260 -3.6512 0.37
H 1.2702 -1.5099 -5.1957 0.41
H 0.5740 -2.6197 -3.9463 0.35
C 1.1569 -1.7061 -4.1196 -1.09
H 2.1439 1.2324 -3.7129 0.37
H 1.2462 0.8845 -5.2378 0.42
H -1.1176 -0.3100 -5.2806 0.43
H -1.8716 0.5799 -3.8984 0.35
H 0.5701 2.0258 -4.0039 0.37
H -1.8489 -1.2150 -3.8962 0.36
C -1.7950 -0.3578 -0.7391 0.24
O -2.9598 -0.3253 -0.6715 -0.18
Cl 3.7716 -0.4263 -0.9691 -0.40
N 0.8957 -1.2826 3.9905 -0.04
C 1.0148 -1.3583 2.6433 -0.30
N 0.3065 -0.3917 2.0452 -0.20
C -0.3548 0.3107 3.0535 0.62
C -1.0726 1.4996 2.9871 -0.52
C -1.3739 2.1583 4.1849 -0.67
C -0.9388 1.6458 5.4197 -0.46
C -0.2192 0.4375 5.4969 -0.78
C 0.0311 -0.2232 4.2997 0.58
H 1.3495 -1.9018 4.6692 0.26
H 1.6123 -2.1020 2.1074 0.40
H -1.3402 1.8716 2.0017 0.22
H -1.9539 3.0830 4.1715 0.39
H -1.1696 2.2013 6.3296 0.40
H 0.1318 0.0293 6.4502 0.37
```

**2S+1**: 7
**Lowest unoccupied orbital energy (alpha / beta)**: -9.25 / -10.73 eV
**<S²>**: 12.0922
**Gap between HOMO and LUMO (alpha / beta)**: 5.5 / 4.0 eV
**E**: -74002.179 eV
**Net charge**: +2

=====

(6)
C11H15ClNO3SV2 | the ωB97M-V functional and the def2-TZVPD basis

XYZ file:
```
34
Properties=species:S:1:pos:R:3:mulliken_charge:R:1
V 0.7883 -0.5497 -3.3831 0.33
Cl 1.9596 0.9928 -2.0055 -0.50
C -0.5579 -0.1005 -5.0708 -1.27
C 2.1800 -0.9103 -5.0935 -1.14
H -0.2517 -0.6037 -5.9968 0.35
H -1.6656 -0.2598 -5.0346 0.33
H -0.4137 0.9585 -5.3364 0.31
H 1.6956 -1.2750 -6.0122 0.30
H 3.1074 -1.5574 -4.9520 0.29
H 2.5703 0.0716 -5.4138 0.30
V 0.2883 0.2292 -0.6541 0.95
C -1.3381 0.8802 -1.4738 -0.93
C 0.1771 -1.4873 -1.4138 -1.17
H -1.2872 0.6730 -2.5601 0.27
H -2.2196 0.3679 -1.0354 0.31
H -1.3699 1.9779 -1.2465 0.21
H 0.9704 -2.1736 -1.0475 0.37
H -0.8946 -1.8009 -1.4791 0.23
O 2.2004 1.5896 1.8829 -0.61
S 1.3666 0.4147 1.9543 1.06
O 1.8908 -0.9161 1.6466 -0.58
N -0.1008 0.7327 1.1598 -0.27
C -1.3169 0.5254 1.8313 0.49
O -2.4486 0.4533 1.3351 -0.64
C -1.0079 0.3600 3.2719 -0.04
C -1.8846 0.2187 4.3900 -0.30
C -1.3669 0.0568 5.6848 -0.55
C 0.0688 0.0920 5.7906 -0.37
C 0.9362 0.2478 4.6686 -0.52
C 0.3565 0.3548 3.4225 0.34
H -2.9651 0.2570 4.1764 0.42
H -2.0600 -0.0833 6.5661 0.32
H 0.5488 -0.0199 6.7782 0.32
H 2.0440 0.2837 4.6497 0.36
```

**2S+1**: 5
**Lowest unoccupied orbital energy (alpha / beta)**: 2.40 / 2.41 eV
**<S²>**: 6.0817
**Gap between HOMO and LUMO (alpha / beta)**: 6.6 / 7.4 eV
**E**: -94013.168 eV
**Net charge**: -1